1.
Computed, not measured: an isolated molecule of C13H19Cl2NO2, with wB97M-V/def2-TZVPD.

The geometry in XYZ format:
```
37
C13H19Cl2NO2 | the OMol25 dataset | wB97M-V/def2-TZVPD
C 2.932 2.970 -0.956
H 2.594 3.340 0.010
H 2.313 3.415 -1.733
H 3.959 3.296 -1.104
C 2.851 1.437 -1.015
N 1.478 0.931 -0.939
H 0.981 1.210 -1.779
C 0.687 1.284 0.220
H 0.440 2.356 0.288
C -0.634 0.497 0.204
O -1.404 0.785 1.340
H -0.975 0.391 2.110
C -0.339 -1.026 0.078
O -1.001 -1.785 1.065
C -2.342 -1.954 1.001
C -3.158 -1.552 -0.048
C -4.520 -1.803 0.003
C -5.101 -2.450 1.078
C -4.293 -2.854 2.128
C -2.935 -2.610 2.091
Cl -1.929 -3.108 3.399
H -4.718 -3.358 2.981
H -6.163 -2.632 1.101
Cl -5.507 -1.286 -1.315
H -2.752 -1.035 -0.900
H 0.722 -1.202 0.261
H -0.577 -1.389 -0.927
H -1.244 0.836 -0.641
H 1.240 1.006 1.120
C 3.407 0.951 -2.357
H 2.855 1.392 -3.184
H 3.320 -0.130 -2.422
H 4.453 1.227 -2.458
C 3.681 0.827 0.118
H 3.422 1.261 1.080
H 3.517 -0.247 0.159
H 4.738 1.012 -0.058
```

Calculated values
* total energy: -1632.37344 Ha
* SMILES: CC(C)(C)NC[C@H](O)COc1cc(Cl)ccc1Cl
* energy relative to the best compared isomer or geometry (same formula, charge and spin): 0.000 eV
* multiplicity: 1
* largest force on an atom: 0.5 eV/Å

=====

2.
Computed, not measured: a structure of composition C13H19MnN3O4 in a non-equilibrium geometry, with wB97M-V/def2-TZVPD.

The geometry in XYZ format:
```
40
C13H19MnN3O4 | the OMol25 dataset | wB97M-V/def2-TZVPD
Mn -0.063 -0.655 0.297
C 3.639 -1.554 1.960
C 2.491 -1.727 1.046
O 1.541 -0.884 1.178
C 2.418 -2.766 0.034
C 3.416 -3.708 -0.089
C 3.367 -4.703 -1.133
C 2.306 -4.729 -2.052
C 1.304 -3.800 -1.953
C 1.347 -2.818 -0.904
O 0.361 -1.960 -0.872
H 3.489 -0.713 2.629
H 4.553 -1.403 1.375
H 3.772 -2.469 2.547
H 4.256 -3.725 0.594
H 4.168 -5.430 -1.200
H 2.284 -5.479 -2.833
H 0.469 -3.784 -2.642
C -0.877 2.644 2.237
N -1.726 2.865 1.045
C -2.655 4.023 1.225
C -1.647 2.062 0.008
O -0.925 0.987 0.017
N -2.321 2.355 -1.174
C -2.685 3.701 -1.649
C -2.601 1.284 -2.136
H -0.419 3.606 2.474
H -0.107 1.908 2.056
H -1.528 2.359 3.065
H -2.765 4.162 2.296
H -3.626 3.819 0.785
H -2.206 4.923 0.806
H -2.026 4.460 -1.240
H -3.731 3.907 -1.384
H -2.624 3.674 -2.736
H -2.619 0.313 -1.658
H -1.836 1.329 -2.921
H -3.564 1.518 -2.594
O -1.623 -2.086 2.106
N -1.008 -1.508 1.390
```

Calculated values
* total energy: -2121.17182 Ha
* multiplicity: 4
* largest force on an atom: 1.2 eV/Å
* charge: +4